# 1
{
  "formula": "C32H72N5O3",
  "method": "wB97M-V/def2-TZVPD",
  "e_above_lowest_kcal_mol": 305.3,
  "orbital_gap_ha": 0.376,
  "total_charge": 3,
  "max_force_ev_per_a": 5.67,
  "homo_energy_ha": -0.62746,
  "multiplicity": 1,
  "species": ["N", "O", "O", "O", "C", "C", "C", "N", "C", "C", "C", "C", "C", "H", "H", "H", "H", "H", "H", "H", "H", "H", "H", "H", "H", "H", "H", "H", "H", "H", "H", "C", "C", "C", "N", "C", "C", "C", "C", "C", "H", "H", "H", "H", "H", "H", "H", "H", "H", "H", "H", "H", "H", "H", "H", "H", "H", "H", "C", "C", "C", "N", "C", "C", "C", "C", "C", "H", "H", "H", "H", "H", "H", "H", "H", "H", "H", "H", "H", "H", "H", "H", "H", "H", "H", "C", "C", "C", "N", "C", "C", "C", "C", "C", "H", "H", "H", "H", "H", "H", "H", "H", "H", "H", "H", "H", "H", "H", "H", "H", "H", "H"],
  "positions_angstrom": [[-0.7284, -1.0739, 0.5321], [-0.8103, -2.0653, 1.3211], [-0.9395, -1.2170, -0.6574], [-0.6514, 0.0615, 0.9952], [1.1902, -5.1201, -6.4327], [0.5030, -4.1205, -5.4103], [1.5786, -3.4216, -4.4844], [1.0294, -2.2884, -3.6453], [0.1999, -1.3318, -4.5950], [2.2665, -1.5707, -2.9780], [2.3741, -2.1963, -1.5732], [0.9764, -2.3714, -1.2252], [0.1619, -2.7659, -2.4319], [2.0234, -4.6082, -6.9142], [0.5845, -5.7325, -7.1007], [1.7084, -5.8399, -5.7991], [-0.1537, -4.5300, -4.6428], [-0.2044, -3.5615, -6.0229], [2.2178, -2.8818, -5.1830], [2.3114, -4.0235, -3.9470], [-0.6972, -1.8930, -4.8566], [0.7611, -1.1959, -5.5195], [-0.1069, -0.3923, -4.1353], [1.8862, -0.5508, -2.9204], [3.0897, -1.6015, -3.6919], [2.7959, -1.4558, -0.8935], [2.9042, -3.1484, -1.5957], [0.4535, -1.5525, -0.7312], [0.8532, -3.1169, -0.4397], [-0.8272, -2.3176, -2.5267], [0.0317, -3.8435, -2.3329], [-4.0883, 5.0754, -2.5350], [-3.9436, 3.6775, -1.7904], [-2.6631, 2.8733, -2.2622], [-2.1482, 1.7149, -1.3602], [-1.0784, 0.8625, -2.1018], [-1.5703, 2.1111, -0.0391], [-2.6130, 1.7731, 1.0559], [-3.8855, 1.2703, 0.4103], [-3.3698, 0.8010, -1.0046], [-3.4829, 5.8638, -2.0876], [-5.1497, 5.3230, -2.5502], [-3.8781, 4.9086, -3.5914], [-4.7688, 2.9874, -1.9660], [-3.7952, 4.0183, -0.7658], [-1.7249, 3.4224, -2.3423], [-2.8369, 2.4709, -3.2602], [-1.5281, 0.2766, -2.9034], [-0.7467, 0.1748, -1.3240], [-0.3307, 1.5943, -2.4077], [-0.7125, 1.4518, 0.0930], [-1.2835, 3.1627, -0.0371], [-2.2747, 0.8725, 1.5684], [-2.7642, 2.4824, 1.8697], [-4.4531, 0.5472, 0.9960], [-4.5930, 2.0947, 0.3213], [-3.0463, -0.2397, -1.0245], [-4.2194, 0.9179, -1.6774], [4.2953, 5.2457, -0.8185], [2.9923, 4.4515, -0.4846], [3.3257, 2.8864, -0.6125], [2.3076, 1.8713, 0.0793], [0.8840, 1.9191, -0.6113], [2.0315, 2.1766, 1.5268], [1.6187, 0.8792, 2.2183], [2.1170, -0.2386, 1.3633], [3.0476, 0.4663, 0.2936], [4.3037, 6.1907, -0.2753], [4.3813, 5.4845, -1.8785], [5.1827, 4.6577, -0.5840], [2.0317, 4.6053, -0.9763], [2.7997, 4.6747, 0.5648], [4.1541, 2.7762, 0.0873], [3.4884, 2.6007, -1.6517], [0.5132, 2.9201, -0.8315], [0.2461, 1.2315, -0.0559], [0.9443, 1.5603, -1.6388], [1.4317, 3.0612, 1.7411], [3.0487, 2.3174, 1.8922], [0.5600, 0.7237, 2.4260], [2.0291, 0.6931, 3.2108], [1.2990, -0.8141, 0.9300], [2.7161, -0.9120, 1.9763], [3.0595, -0.0765, -0.6516], [4.0062, 0.7407, 0.7339], [-1.6155, 1.6169, 3.2256], [-1.7715, 0.0795, 3.5153], [-1.1465, -0.3389, 4.8533], [-0.4657, -1.7700, 4.7829], [0.7569, -1.8207, 3.7921], [-1.3981, -2.9105, 4.3229], [-0.9256, -4.1884, 5.1420], [0.2979, -3.7612, 5.9825], [-0.0230, -2.2941, 6.2406], [-0.8813, 1.7984, 2.4406], [-1.5403, 2.3239, 4.0518], [-2.5670, 1.8794, 2.7632], [-1.4685, -0.5227, 2.6588], [-2.8226, -0.1317, 3.7123], [-1.8314, -0.4845, 5.6887], [-0.2610, 0.2161, 5.1628], [1.1260, -2.8246, 3.5820], [1.5799, -1.2951, 4.2765], [0.5067, -1.3528, 2.8399], [-1.3544, -2.8610, 3.2349], [-2.3678, -2.5684, 4.6846], [-0.6729, -4.9075, 4.3629], [-1.7855, -4.6920, 5.5836], [1.2560, -3.9399, 5.4945], [0.4690, -4.3992, 6.8496], [0.9122, -1.7350, 6.2700], [-0.6550, -1.9700, 7.0674]]
}

# 2
{
  "formula": "C32H72N8O28",
  "method": "wB97M-V/def2-TZVPD",
  "orbital_gap_ha": [0.117, 0.262],
  "total_charge": -1,
  "max_force_ev_per_a": 5.87,
  "homo_energy_ha": [-0.04761, -0.19202],
  "multiplicity": 2,
  "species": ["C", "N", "O", "O", "H", "H", "H", "C", "N", "O", "O", "H", "H", "H", "C", "N", "O", "O", "H", "H", "H", "C", "N", "O", "O", "H", "H", "H", "C", "N", "O", "O", "H", "H", "H", "C", "N", "O", "O", "H", "H", "H", "C", "N", "O", "O", "H", "H", "H", "C", "N", "O", "O", "H", "H", "H", "O", "C", "O", "C", "C", "C", "H", "H", "H", "H", "H", "H", "H", "H", "O", "C", "O", "C", "C", "C", "H", "H", "H", "H", "H", "H", "H", "H", "O", "C", "O", "C", "C", "C", "H", "H", "H", "H", "H", "H", "H", "H", "O", "C", "O", "C", "C", "C", "H", "H", "H", "H", "H", "H", "H", "H", "O", "C", "O", "C", "C", "C", "H", "H", "H", "H", "H", "H", "H", "H", "O", "C", "O", "C", "C", "C", "H", "H", "H", "H", "H", "H", "H", "H"],
  "positions_angstrom": [[0.4207, 3.1909, -5.5498], [1.7587, 2.5659, -5.9654], [2.4961, 2.3087, -5.0285], [1.9319, 2.2957, -7.1555], [0.7253, 4.1543, -5.1408], [-0.0535, 2.6096, -4.7591], [-0.1737, 3.3423, -6.4508], [3.7812, 4.2615, -2.9471], [4.8465, 5.1486, -2.4976], [6.0096, 4.8410, -2.2503], [4.4097, 6.2883, -2.3032], [3.0375, 4.2216, -2.1512], [4.2286, 3.2915, -3.1637], [3.2673, 4.7068, -3.7990], [-2.1453, -3.2909, -3.7617], [-0.8622, -3.3987, -3.0523], [-0.2793, -4.4693, -3.2028], [-0.5874, -2.3522, -2.4518], [-2.1429, -3.8471, -4.6991], [-2.5172, -2.2665, -3.7802], [-2.8084, -3.8633, -3.1130], [-6.5482, 2.7913, -0.7101], [-5.3319, 3.3967, -0.1724], [-4.4530, 3.5992, -1.0139], [-5.1925, 3.7007, 0.9883], [-6.9027, 3.3961, -1.5448], [-7.3694, 2.7061, 0.0016], [-6.2321, 1.8182, -1.0859], [-5.9066, -4.1384, -1.8626], [-4.9309, -3.0068, -1.6745], [-4.1164, -3.0524, -0.7557], [-5.0498, -2.1060, -2.4892], [-5.4287, -4.8713, -1.2125], [-5.8757, -4.4400, -2.9096], [-6.8737, -3.7232, -1.5793], [-4.2796, 1.2981, -3.4342], [-5.2211, 2.1139, -4.2341], [-6.1370, 2.7033, -3.6938], [-5.0338, 2.0591, -5.4214], [-4.8463, 0.8565, -2.6144], [-3.5978, 2.0172, -2.9801], [-3.8385, 0.5347, -4.0749], [2.4770, -3.6883, -4.8824], [2.7194, -2.1757, -4.7147], [1.7189, -1.4379, -4.6505], [3.9108, -1.8074, -4.6159], [3.4723, -4.0808, -5.0907], [1.7598, -3.7783, -5.6982], [2.0401, -4.1399, -3.9918], [-4.5164, 2.3568, 4.1231], [-3.0728, 2.5560, 4.0353], [-2.5207, 3.2422, 4.8436], [-2.4491, 2.0267, 3.1080], [-4.7218, 1.3623, 3.7273], [-5.0365, 3.1403, 3.5719], [-4.7732, 2.5445, 5.1657], [1.0299, 0.0903, -0.0328], [0.4199, 0.3838, -1.0787], [-0.8904, 0.4564, -1.2006], [-1.6854, 0.0885, -0.0590], [-3.2031, 0.3256, -0.1843], [1.1339, 0.6436, -2.4089], [-1.2906, 0.3797, 0.9144], [-1.5339, -0.9905, -0.0891], [-3.5809, 1.2547, 0.2425], [-3.6399, -0.4319, 0.4665], [-3.6904, 0.2092, -1.1523], [1.8924, -0.1392, -2.4234], [1.6874, 1.5826, -2.4032], [0.4815, 0.7131, -3.2793], [-0.0128, 0.2047, 4.5643], [1.1970, 0.3645, 4.5747], [2.0811, -0.0412, 5.5082], [1.6894, -0.7796, 6.6598], [1.6681, -2.1991, 6.3463], [1.8790, 1.1338, 3.4780], [0.7719, -0.4160, 7.1226], [2.4646, -0.5971, 7.4040], [2.5364, -2.5604, 5.7954], [0.8059, -2.4036, 5.7116], [1.5190, -2.7277, 7.2879], [1.9582, 2.2159, 3.5831], [1.1931, 1.0747, 2.6330], [2.8593, 0.7953, 3.1426], [0.6950, 3.7585, -2.3844], [0.6091, 4.8542, -1.8067], [0.6472, 5.0509, -0.5101], [0.7431, 3.9375, 0.4131], [-0.7138, 3.4202, 0.6648], [0.4251, 6.1521, -2.5913], [1.1230, 4.2510, 1.3854], [1.4484, 3.2180, -0.0027], [-1.3920, 4.0759, 1.2110], [-0.6935, 2.4191, 1.0957], [-1.2290, 3.2749, -0.2847], [-0.3571, 6.0939, -3.3482], [1.3350, 6.6090, -2.9804], [0.1053, 6.8738, -1.8396], [3.8713, 2.8598, -0.3467], [4.6175, 2.8173, 0.6435], [5.3153, 1.6838, 1.0441], [4.9291, 0.4476, 0.4480], [5.8556, -0.6190, 1.0288], [4.9509, 3.9907, 1.5153], [5.1711, 0.4884, -0.6140], [3.8582, 0.3058, 0.5936], [6.8376, -0.1507, 0.9609], [5.7424, -1.5799, 0.5267], [5.7162, -0.7355, 2.1036], [5.9060, 4.4107, 1.2001], [5.0060, 3.6887, 2.5612], [4.1294, 4.6954, 1.3863], [2.2483, -6.4923, 2.2956], [2.9890, -5.8452, 2.9831], [3.0889, -4.5216, 2.9869], [2.3802, -3.6979, 2.1142], [2.9216, -2.2994, 2.2898], [3.9019, -6.3598, 4.0591], [1.3350, -3.6837, 2.4231], [2.5986, -3.9431, 1.0749], [2.5629, -1.7118, 1.4448], [3.9879, -2.2953, 2.0635], [2.6305, -1.8479, 3.2382], [4.9004, -5.9905, 3.8250], [3.9260, -7.4455, 3.9657], [3.4595, -6.0712, 5.0126], [-3.9379, -3.6099, 3.0443], [-2.7095, -3.2583, 2.8211], [-1.7222, -3.9675, 2.3014], [-1.8375, -5.3389, 1.9014], [-2.1862, -5.4068, 0.4250], [-2.1206, -1.9268, 3.1041], [-2.6550, -5.7899, 2.4640], [-0.9653, -5.9691, 2.0754], [-2.1096, -6.3341, -0.1426], [-1.3370, -4.8843, -0.0155], [-3.1473, -4.9671, 0.1584], [-1.3957, -1.9917, 3.9155], [-2.8631, -1.2191, 3.4728], [-1.5218, -1.5654, 2.2681]]
}

# 3
{
  "formula": "C32H73Br10Cl2N4O6V",
  "method": "wB97M-V/def2-TZVPD",
  "orbital_gap_ha": 0.272,
  "total_charge": 0,
  "max_force_ev_per_a": 2.96,
  "homo_energy_ha": -0.26568,
  "multiplicity": 1,
  "species": ["O", "V", "O", "C", "C", "C", "C", "C", "C", "N", "O", "C", "C", "C", "H", "H", "H", "H", "H", "H", "H", "H", "H", "H", "H", "H", "H", "H", "H", "H", "H", "H", "Br", "C", "C", "Br", "H", "H", "H", "H", "Br", "C", "C", "Br", "H", "H", "H", "H", "Br", "C", "C", "Br", "H", "H", "H", "H", "Br", "C", "C", "Br", "H", "H", "H", "H", "Br", "C", "C", "Br", "H", "H", "H", "H", "C", "C", "C", "O", "C", "N", "H", "H", "H", "H", "H", "H", "H", "H", "H", "H", "H", "C", "C", "C", "O", "C", "N", "H", "H", "H", "H", "H", "H", "H", "H", "H", "H", "H", "C", "C", "C", "O", "C", "N", "H", "H", "H", "H", "H", "H", "H", "H", "H", "H", "H", "C", "Cl", "Cl", "H", "H"],
  "positions_angstrom": [[36.1340, 2.2454, 31.6468], [35.7666, 3.7833, 31.4077], [35.4078, 3.8461, 29.8863], [32.6495, 3.0537, 31.1842], [32.5752, 3.1322, 32.6980], [32.0974, 1.7464, 33.1935], [32.3718, 1.4444, 34.6720], [33.7703, 1.8990, 35.1053], [34.1719, 3.2900, 34.6412], [33.8659, 3.5187, 33.2413], [34.3393, 4.7890, 32.7123], [35.7093, 3.4367, 34.8561], [33.5462, 4.3005, 35.6311], [31.4838, 4.1663, 33.1572], [33.2505, 2.2426, 30.7746], [32.8735, 3.9981, 30.6859], [31.6171, 2.9025, 30.8433], [32.6052, 1.0242, 32.5483], [31.0301, 1.7511, 32.9678], [32.2329, 0.3639, 34.7461], [31.5882, 1.9357, 35.2559], [34.4474, 1.1667, 34.6450], [33.8967, 1.6955, 36.1699], [36.1336, 2.9614, 33.9616], [36.0676, 2.8802, 35.7184], [36.1079, 4.4438, 34.7266], [34.2046, 4.4072, 36.4958], [32.5574, 4.0781, 36.0465], [33.4069, 5.2953, 35.1977], [31.9263, 5.1577, 33.2658], [30.9361, 3.8904, 34.0599], [30.6663, 4.3463, 32.4498], [35.0034, 4.7552, 26.0706], [33.8343, 3.7053, 27.2765], [32.6151, 3.1529, 26.5418], [31.7863, 1.7186, 27.5612], [33.5537, 4.3964, 28.0625], [34.4419, 2.9063, 27.6875], [32.7210, 2.8007, 25.5212], [31.8492, 3.9261, 26.5088], [29.7996, 5.6882, 36.8097], [29.6805, 3.8824, 37.4931], [28.5341, 3.8940, 38.4463], [28.2493, 2.0187, 39.1683], [30.5710, 3.6349, 38.0685], [29.4890, 3.1432, 36.7209], [27.6103, 4.1298, 37.9214], [28.5899, 4.4854, 39.3524], [28.9341, -2.0229, 33.6199], [29.9512, -0.8709, 32.3929], [30.1984, -1.6999, 31.1856], [31.3283, -0.7210, 29.8952], [30.9265, -0.5461, 32.7581], [29.3927, 0.0362, 32.1797], [29.2628, -2.0299, 30.7263], [30.6804, -2.6693, 31.2962], [32.7534, -1.1600, 38.9992], [31.2567, -0.9675, 37.7051], [31.1122, -2.2652, 36.9305], [32.6737, -2.4786, 35.7342], [31.4319, -0.1191, 37.0487], [30.4239, -0.7141, 38.3565], [30.1936, -2.3333, 36.3551], [31.1788, -3.0912, 37.6330], [36.8729, 6.4245, 40.7934], [36.0923, 5.2828, 39.3684], [36.1340, 3.8263, 39.8919], [35.9009, 2.5938, 38.3499], [36.7172, 5.4221, 38.4962], [35.0539, 5.5742, 39.2658], [35.3735, 3.4724, 40.5786], [37.0999, 3.6122, 40.3402], [39.0264, 4.1328, 30.5973], [38.6499, 5.3162, 31.4860], [38.0246, 6.4747, 30.6994], [36.9547, 5.9818, 29.9635], [36.5845, 6.7142, 28.8239], [37.5303, 4.7956, 32.3479], [39.7796, 4.5049, 29.8939], [38.2013, 3.7671, 29.9897], [39.4659, 3.3325, 31.1898], [39.4508, 5.6767, 32.1321], [38.8141, 6.8846, 30.0557], [37.7027, 7.2602, 31.3914], [36.8980, 6.1442, 27.9465], [36.9585, 7.7384, 28.7611], [35.4945, 6.7694, 28.7871], [38.0113, 4.3694, 33.1536], [37.2552, 5.6193, 32.9105], [35.2409, 8.9869, 32.9656], [36.1146, 8.5559, 34.1339], [35.3786, 8.6692, 35.4736], [36.3306, 8.3394, 36.4776], [35.7297, 8.3398, 37.7525], [36.5197, 7.1400, 33.9921], [35.2424, 10.0614, 32.7840], [34.2011, 8.6569, 33.0264], [35.5873, 8.5139, 32.0428], [37.0377, 9.1328, 34.1862], [34.4323, 8.1198, 35.5090], [35.1325, 9.7226, 35.6782], [35.1237, 9.2372, 37.9008], [36.5019, 8.1295, 38.4905], [35.0744, 7.4589, 37.8262], [35.6758, 6.5604, 33.9682], [36.9378, 6.9333, 34.8988], [41.4041, 3.4344, 33.8712], [40.3852, 2.2974, 34.1769], [40.6992, 1.6369, 35.5266], [39.9697, 0.4359, 35.5316], [40.1944, -0.3723, 36.6626], [39.0679, 2.9230, 34.1747], [41.0026, 3.9861, 33.0226], [42.3254, 2.9406, 33.5571], [41.6315, 4.0945, 34.7082], [40.4730, 1.6193, 33.3287], [40.3584, 2.3454, 36.2938], [41.7802, 1.5136, 35.6600], [39.9556, 0.1715, 37.5850], [41.1657, -0.8589, 36.7701], [39.4226, -1.1440, 36.6376], [38.3774, 2.2857, 34.5660], [39.0870, 3.7186, 34.8098], [26.6499, 3.2617, 33.4270], [28.0947, 3.8608, 34.2425], [25.2327, 4.3182, 33.6536], [26.7334, 3.2093, 32.3449], [26.4449, 2.2448, 33.7481]]
}

Q: The highest multiplicity belongs to which entry?
A: C32H72N8O28

Q: Look up the multiplicity of the first one.
A: 1

Q: What is the multiplicity in the third record?
A: 1